[1]
A single C3H7NO molecule. Source: the OMol25 dataset; level of theory: wB97M-V/def2-TZVPD.

The geometry in XYZ format:
```
12
Properties=species:S:1:pos:R:3:nbo_charge:R:1
C 0.855 0.338 -1.656 -0.2808
O 1.680 0.394 -0.503 -0.5161
C 1.348 0.302 0.767 0.3108
N 0.101 0.045 1.240 -0.6792
C -1.323 -0.297 0.941 -0.4380
H 0.350 -0.627 -1.744 0.1776
H 0.137 1.162 -1.659 0.1802
H 1.553 0.462 -2.488 0.2012
H 0.427 0.052 2.196 0.4210
H -1.828 -0.464 1.901 0.2154
H -1.881 0.502 0.434 0.2046
H -1.444 -1.221 0.360 0.2033
```

Output
- F_max (Eh/bohr) = 0.0315
- total energy (Ha) = -248.391202
- HOMO level (Eh) = -0.2922
- molecular weight (g/mol) = 73.09
- HOMO-LUMO gap (eV) = 8.76
- energy above the lowest of the compared OMol25 structures with the same formula, charge and spin (kcal per mole) = 84.90
- spin multiplicity = 1

***

[2]
A single C5H8N2 molecule. Source: the OMol25 dataset; level of theory: wB97M-V/def2-TZVPD.

The geometry in XYZ format:
```
15
Properties=species:S:1:pos:R:3:nbo_charge:R:1
C -1.082 -1.155 -0.526 -0.6527
C 0.119 -0.205 -0.212 0.1865
C -0.200 1.265 -0.451 -0.5292
C -1.032 1.769 0.655 0.2950
N -1.689 2.136 1.535 -0.3328
C 1.400 -0.305 0.923 -0.2752
N 1.404 -0.692 -0.430 -0.6259
H -1.894 -0.639 -1.069 0.2235
H -0.767 -1.978 -1.192 0.2166
H -1.542 -1.607 0.354 0.2355
H -0.739 1.471 -1.383 0.2362
H 0.743 1.811 -0.456 0.2617
H 1.030 -0.827 1.799 0.1862
H 2.285 0.330 1.161 0.1951
H 1.625 -1.582 -0.834 0.3795
```

Output
- F_max (Eh/bohr) = 0.0271
- total energy (Ha) = -304.727438
- HOMO level (Eh) = -0.3429
- molecular weight (g/mol) = 96.13
- HOMO-LUMO gap (eV) = 10.18
- energy above the lowest of the compared OMol25 structures with the same formula, charge and spin (kcal per mole) = 67.81
- spin multiplicity = 1

***

[3]
A molecular structure, C28H36As2GaSi. Source: the OMol25 dataset; level of theory: wB97M-V/def2-TZVPD.

The geometry in XYZ format:
```
68
Properties=species:S:1:pos:R:3:nbo_charge:R:1
C 1.555 -2.454 2.802 -0.2633
C 0.396 -1.693 2.740 -0.2479
C -0.486 -2.240 1.674 -0.6481
H 0.138 -0.826 3.364 0.2182
C 0.356 -3.277 1.001 -0.2363
C 1.535 -3.438 1.739 -0.2424
H 2.303 -4.196 1.562 0.2306
H 2.345 -2.344 3.546 0.2300
H -1.569 -2.444 1.922 0.2892
H 0.059 -3.845 0.108 0.2286
Ga -0.672 -0.498 0.340 1.0440
C 0.580 -1.377 -2.331 -0.8373
H 1.293 -1.762 -1.496 0.2281
H 1.115 -0.885 -3.088 0.2333
H 0.016 -2.285 -2.643 0.2317
Si -2.785 -0.016 -0.334 0.8062
C -3.190 1.742 0.084 -0.4880
C -3.731 1.828 1.359 -0.2126
H -3.560 1.032 2.052 0.2103
C -4.621 2.841 1.682 -0.1988
H -5.164 2.816 2.617 0.2240
C -4.893 3.877 0.803 -0.1914
H -5.588 4.667 1.051 0.2319
C -4.101 3.939 -0.339 -0.1826
H -4.180 4.784 -0.993 0.2218
C -3.253 2.897 -0.711 -0.2056
H -2.748 2.909 -1.682 0.2190
C -3.918 -0.688 -1.568 -0.5229
C -5.274 -0.694 -1.222 -0.1249
H -5.633 -0.092 -0.392 0.2082
C -6.205 -1.535 -1.835 -0.2128
H -7.242 -1.504 -1.563 0.2258
C -5.764 -2.483 -2.742 -0.1838
H -6.438 -3.186 -3.214 0.2300
C -4.403 -2.505 -3.053 -0.1929
H -3.993 -3.168 -3.790 0.2175
C -3.489 -1.598 -2.538 -0.1942
H -2.471 -1.537 -2.910 0.2106
H -3.027 -1.030 0.752 -0.1353
H -0.160 -0.836 -1.778 0.1553
C 0.647 2.963 0.032 -0.9440
As 1.307 1.244 0.659 0.9203
C 1.285 1.627 2.596 -0.9157
C 3.260 1.494 0.365 -0.3242
C 3.859 2.670 0.800 -0.1555
C 5.249 2.803 0.670 -0.2168
C 6.023 1.759 0.143 -0.1766
C 5.429 0.530 -0.207 -0.2016
C 4.048 0.405 -0.039 -0.3322
As 3.199 -1.331 -0.331 0.9170
C 4.448 -2.409 0.694 -0.9426
C 4.028 -1.591 -2.084 -0.9347
H -0.439 3.012 0.131 0.2496
H 0.918 3.104 -1.020 0.2477
H 1.084 3.762 0.633 0.2392
H 1.995 2.452 2.773 0.2417
H 1.638 0.708 3.077 0.2465
H 0.259 1.863 2.927 0.2393
H 3.269 3.462 1.261 0.2068
H 5.721 3.732 0.985 0.2319
H 7.104 1.878 0.026 0.2305
H 6.060 -0.301 -0.568 0.2229
H 4.276 -2.171 1.741 0.2340
H 4.221 -3.459 0.525 0.2347
H 5.481 -2.211 0.423 0.2244
H 3.520 -0.897 -2.759 0.2261
H 5.093 -1.372 -2.021 0.2227
H 3.884 -2.626 -2.407 0.2352
```

Output
- F_max (Eh/bohr) = 0.0835
- total charge = +1
- total energy (Ha) = -7773.995233
- HOMO level (Eh) = -0.3949
- molecular weight (g/mol) = 620.25
- HOMO-LUMO gap (eV) = 7.04
- spin multiplicity = 1

***

[4]
A single C25H31N3O5 molecule. Source: the OMol25 dataset; level of theory: wB97M-V/def2-TZVPD.

The geometry in XYZ format:
```
64
Properties=species:S:1:pos:R:3:nbo_charge:R:1
C -0.491 2.222 4.555 -0.6115
C -0.192 2.444 3.078 -0.3836
C -1.362 2.019 2.178 -0.4367
C -1.565 0.535 2.208 0.1090
C -2.561 0.036 2.983 -0.3682
C -2.821 -1.371 3.138 0.7387
O -3.692 -1.864 3.814 -0.5736
O -1.988 -2.216 2.451 -0.4659
C -0.997 -1.766 1.651 0.3596
C -0.268 -2.768 1.007 -0.1191
C 0.766 -2.394 0.159 0.3577
C 1.041 -1.039 -0.052 -0.3645
C 0.325 -0.052 0.591 0.3464
O 0.578 1.273 0.403 -0.5106
C 1.692 1.669 -0.364 -0.1823
C 1.516 1.492 -1.873 0.6647
O 2.454 1.532 -2.639 -0.6355
N 0.237 1.317 -2.260 -0.6242
C -0.148 1.179 -3.643 -0.2295
C -1.162 2.237 -4.082 -0.4085
C -0.604 3.665 -4.053 -0.2053
N -0.340 4.124 -2.716 -0.3452
C -1.260 4.285 -1.717 -0.1262
C -0.558 4.676 -0.615 -0.0856
N 0.765 4.756 -0.915 -0.4814
C 0.861 4.425 -2.174 0.1703
C -0.729 -0.392 1.480 -0.1855
O 1.537 -3.263 -0.519 -0.4945
C 1.450 -4.653 -0.173 0.2691
C 2.318 -4.908 1.062 -0.6390
C 2.013 -5.406 -1.378 -0.6113
C -0.014 -5.040 0.069 -0.4248
C -0.619 -4.216 1.200 -0.4304
H -1.363 2.795 4.860 0.1994
H -0.684 1.171 4.758 0.2085
H 0.355 2.538 5.162 0.2125
H 0.009 3.502 2.902 0.2067
H 0.702 1.886 2.797 0.2047
H -2.272 2.504 2.537 0.2060
H -1.167 2.359 1.162 0.2395
H -3.215 0.689 3.539 0.2301
H 1.833 -0.804 -0.743 0.2383
H 1.800 2.743 -0.172 0.2581
H 2.611 1.165 -0.047 0.2087
H -0.488 1.321 -1.559 0.4091
H 0.772 1.261 -4.227 0.2333
H -0.579 0.183 -3.804 0.2001
H -1.473 2.011 -5.103 0.2225
H -2.045 2.180 -3.441 0.2017
H 0.334 3.707 -4.612 0.2176
H -1.325 4.341 -4.528 0.2086
H -2.308 4.129 -1.873 0.2176
H -0.916 4.909 0.368 0.2084
H 1.779 4.380 -2.725 0.2119
H 3.360 -4.706 0.825 0.2197
H 2.025 -4.256 1.880 0.2174
H 2.224 -5.943 1.381 0.2153
H 1.392 -5.232 -2.253 0.2155
H 3.017 -5.054 -1.594 0.2192
H 2.045 -6.472 -1.171 0.2131
H -0.571 -4.853 -0.852 0.2105
H -0.075 -6.105 0.295 0.2200
H -0.257 -4.563 2.171 0.2161
H -1.705 -4.325 1.213 0.2374
```

Output
- F_max (Eh/bohr) = 0.0192
- total energy (Ha) = -1511.772405
- HOMO level (Eh) = -0.3014
- molecular weight (g/mol) = 453.54
- HOMO-LUMO gap (eV) = 8.60
- energy above the lowest of the compared OMol25 structures with the same formula, charge and spin (kcal per mole) = 0.00
- spin multiplicity = 1

***

[5]
2 unconnected molecules or ions with the total composition C6H14N5. Source: the OMol25 dataset; level of theory: wB97M-V/def2-TZVPD.

The geometry in XYZ format:
```
25
Properties=species:S:1:pos:R:3:nbo_charge:R:1
C -0.367 -1.048 2.408 0.5682
C -1.817 0.749 1.816 0.7624
C 0.144 0.492 -1.579 0.2982
C -0.203 -1.936 3.544 -0.7088
C 0.539 0.956 -2.971 -0.6871
C -0.850 -0.681 -1.584 -0.6409
N -1.405 -0.274 2.350 -0.5649
N 0.730 0.899 -0.471 -0.3222
N 0.507 -1.008 1.436 -0.7122
N -2.241 1.537 1.034 -0.5965
N 1.718 1.897 -0.467 -0.6662
H -1.183 -1.810 4.103 0.2688
H 0.586 -1.409 4.152 0.2692
H 0.216 -2.990 3.477 0.2830
H 0.134 0.346 -3.758 0.2405
H 1.607 0.897 -2.997 0.2252
H 0.128 1.850 -3.106 0.2337
H -1.843 -0.437 -1.853 0.2384
H -0.781 -1.063 -0.640 0.2011
H -0.436 -1.451 -2.286 0.2353
H 1.347 -1.441 1.648 0.4028
H -2.912 2.255 1.031 0.4458
H 0.415 -0.195 0.628 0.4387
H 2.166 2.262 0.345 0.4091
H 1.967 2.156 -1.409 0.3779
```

Output
- F_max (Eh/bohr) = 0.0870
- total charge = +1
- total energy (Ha) = -510.471218
- HOMO level (Eh) = -0.4443
- molecular weight (g/mol) = 156.21
- HOMO-LUMO gap (eV) = 8.39
- energy above the lowest of the compared OMol25 structures with the same formula, charge and spin (kcal per mole) = 92.19
- spin multiplicity = 1

***

[6]
A single C2H3N molecule. Source: the OMol25 dataset; level of theory: wB97M-V/def2-TZVPD.

The geometry in XYZ format:
```
6
Properties=species:S:1:pos:R:3:nbo_charge:R:1
C 0.377 0.082 -0.332 -0.7028
C -0.742 -0.173 0.700 0.2835
N -1.601 -0.333 1.461 -0.3328
H 1.281 -0.503 -0.165 0.2506
H 0.748 1.107 -0.369 0.2516
H -0.063 -0.180 -1.295 0.2498
```

Output
- F_max (Eh/bohr) = 0.0290
- total energy (Ha) = -132.744940
- HOMO level (Eh) = -0.4377
- molecular weight (g/mol) = 41.05
- HOMO-LUMO gap (eV) = 12.68
- energy above the lowest of the compared OMol25 structures with the same formula, charge and spin (kcal per mole) = 4.24
- spin multiplicity = 1

***

Among the records above, which one has the highest total energy? C2H3N

***

F_max of number 1 (C3H7NO)? 0.0315 Eh/bohr

***

The highest HOMO level belongs to which entry? C3H7NO